Below is a structure of composition C24H43NP2V at a distorted geometry, with properties calculated with wB97M-V/def2-TZVPD.

Last column: Löwdin charge in e.
CARTESIAN COORDINATES (ANGSTROEM)
P1 0.40666 -3.91787 0.04732  0.976
P2 -0.33861 3.76166 0.11258  0.868
C1 0.47272 -2.15090 -0.82810  -0.339
C2 0.03951 2.22808 -0.79920  -0.420
H1 -0.48441 -1.90393 -0.37847  0.022
H2 1.09321 -1.32691 -0.32710  0.059
H3 0.97333 1.74137 -0.58165  0.018
H4 -0.95854 1.67025 -0.56274  0.015
C3 -2.08871 3.85165 -0.49634  -0.287
H5 -2.70468 4.22756 0.33693  0.027
H6 -2.45768 2.84995 -0.75836  0.014
H7 -2.08229 4.56335 -1.33191  0.041
C4 1.02723 4.51979 -0.81866  -0.330
H8 0.84644 4.38959 -1.90100  0.034
H9 1.93964 3.95960 -0.51819  0.052
H10 1.10686 5.59166 -0.51520  0.030
C5 -1.15159 -4.39102 -0.73207  -0.169
H11 -1.35947 -5.10945 0.06259  0.043
H12 -0.90508 -4.85370 -1.69252  0.074
H13 -1.93131 -3.62855 -0.79730  0.072
C6 2.11065 -4.37932 -0.34130  -0.168
H14 2.75958 -3.48958 -0.58459  0.091
H15 1.90741 -5.08123 -1.19084  0.074
H16 2.27323 -4.84661 0.65731  0.053
V1 -0.20310 0.08330 -1.05652  0.628
C7 0.02637 1.38603 -2.60299  -0.365
C8 -1.40237 1.23283 -2.59428  -0.251
C9 -2.26191 0.45743 -3.52242  -0.208
C10 -1.77542 -1.03733 -3.68066  -0.184
C11 -1.12003 -1.35784 -2.32573  -0.283
C12 0.22909 -1.92592 -2.21956  -0.487
C13 1.27524 -1.02632 -2.94342  -0.131
C14 0.87314 0.44643 -3.50999  -0.127
C15 -0.06963 -2.92763 1.58196  -0.154
H17 0.42621 2.33713 -2.88116  0.086
H18 -1.95050 2.12507 -2.28851  0.069
H19 -2.48940 0.87413 -4.49981  0.096
H20 -3.20899 0.35022 -2.98202  0.104
H21 -2.68103 -1.68155 -3.85175  0.104
H22 -1.11149 -1.18134 -4.56943  0.100
H23 -1.84492 -2.06810 -1.92095  0.070
H24 0.23917 -2.73899 -2.85187  0.109
H25 1.54887 -1.57378 -3.92591  0.128
H26 2.25203 -0.84983 -2.43007  0.109
H27 1.83953 0.94799 -3.79725  0.118
H28 0.29768 0.22367 -4.45262  0.105
H29 -0.11056 -1.79475 1.55790  0.040
H30 0.77634 -3.25167 2.26265  0.073
H31 -1.06534 -3.37824 1.72606  0.053
C16 -2.00798 0.53813 2.83911  -0.115
N1 -1.26581 1.36892 3.75379  -0.278
C17 -1.06418 0.75700 5.05124  -0.113
C18 -0.17153 2.15828 3.20992  -0.213
C19 1.00169 1.34365 2.77105  -0.256
C20 2.06287 1.38534 3.67492  -0.075
C21 3.23252 0.65277 3.44153  -0.118
C22 3.35509 -0.13327 2.28467  -0.119
C23 2.25146 -0.15774 1.39410  -0.212
C24 1.06326 0.54972 1.59281  -0.072
H32 -2.98891 0.29093 3.29225  0.081
H33 -1.49472 -0.41071 2.59019  0.052
H34 -2.19966 1.10669 1.90348  0.084
H35 -0.35201 -0.09693 5.06690  0.081
H36 -0.68738 1.51939 5.74294  0.080
H37 -2.03103 0.37358 5.41255  0.077
H38 -0.58913 2.79288 2.42482  0.032
H39 0.07736 2.81179 4.06030  0.111
H40 2.01137 1.99904 4.59632  0.110
H41 4.08740 0.67169 4.11667  0.086
H42 4.25162 -0.70660 1.97383  0.090
H43 2.47468 -0.76099 0.52377  0.037

Force components x, y, z for each atom (eV/Å):
-0.42 8.28 -1.76
0.80 -1.85 0.40
0.07 -0.38 3.50
-1.26 -0.69 1.92
-0.70 0.14 0.29
0.40 -1.98 -0.26
0.64 0.32 1.10
0.98 -0.08 0.25
0.13 1.13 0.05
0.21 0.10 -0.44
0.17 0.60 -0.03
-0.64 -0.33 -0.04
-0.16 1.93 -0.59
0.40 0.39 0.37
-0.68 0.41 -0.08
0.36 -0.67 -0.57
1.10 -1.90 0.57
-1.28 -0.76 -0.70
-0.50 -0.13 0.18
0.66 0.19 0.18
-0.79 -1.19 0.66
-0.98 -1.05 0.36
1.10 0.24 0.79
1.36 -0.34 -1.17
-2.06 1.59 0.20
0.23 0.91 -3.04
-0.35 -0.12 0.09
-0.20 -2.22 -0.19
-0.04 0.87 -0.28
-2.62 0.45 0.01
1.35 1.12 -2.91
1.67 1.07 -2.51
0.02 -1.66 -0.11
1.45 -1.88 0.78
0.13 0.82 -0.14
0.42 -0.19 0.05
0.05 0.48 -0.29
-0.19 0.17 -0.28
0.85 0.42 0.04
-0.41 0.10 0.65
0.23 -0.06 0.66
0.39 -2.77 -0.94
-0.17 0.74 1.57
-0.74 -0.62 0.14
-0.95 -0.56 0.35
0.59 0.64 0.82
0.38 -1.20 -0.61
-1.61 0.46 0.26
0.44 0.28 1.01
-0.31 0.29 -0.16
-0.95 -0.29 0.30
0.10 -0.04 -0.27
-1.09 -0.06 0.42
0.78 -0.03 0.15
0.89 -0.33 0.15
0.74 -0.70 -0.55
-0.82 0.44 -0.25
1.18 0.41 1.42
-0.55 -0.90 -0.87
0.37 0.04 -0.18
-0.09 0.14 -0.11
0.19 -0.45 0.43
-0.09 0.20 -0.12
-0.09 -0.18 0.02
0.25 0.18 0.01
0.21 -0.22 0.04
0.39 0.06 -0.44
-0.07 -0.37 -0.66
-0.30 0.20 0.11
-0.39 0.50 0.67
-0.22 -0.14 -0.41

Results
2S+1: 4
Charge: 0
E_LUMO (alpha / beta) (eV): -1.894 / -1.802


Below is a structure of composition C24H44BBeBr2Cl2K2N6O10 at a distorted geometry, with properties calculated with wB97M-V/def2-TZVPD.

Last column: Löwdin charge in e.
CARTESIAN COORDINATES (ANGSTROEM)
C1 -0.16068 2.52731 -0.63882  -0.060
C2 0.61813 1.32073 -1.01979  -0.454
N1 1.86155 1.28404 -0.76031  0.096
C3 -0.05547 0.18743 -1.74233  -0.073
N2 -1.40717 -0.11916 -1.18543  0.039
C4 -2.37570 -0.34962 -2.12399  -0.395
N3 -2.13617 -0.90675 -3.26097  0.159
C5 -3.11504 -1.10911 -4.32631  -0.137
C6 -2.40328 -1.64086 -5.57844  -0.221
C7 -2.84975 -3.04321 -5.91912  -0.610
Cl1 -1.81421 -3.74878 -7.19166  0.695
N4 -3.66346 0.06453 -1.85163  -0.210
Cl2 -4.72672 -1.29685 -1.59125  0.803
B1 -3.79210 1.07538 -0.71596  -0.727
O1 -3.87423 2.38448 -1.13969  0.171
N5 -3.82020 0.71237 0.67128  -0.071
C8 -5.18368 0.28199 1.11759  -0.074
C9 -3.42112 1.85877 1.51852  -0.062
C10 -1.34680 -1.20791 -0.19927  -0.200
C11 -1.46975 -2.53252 -0.58216  -0.015
C12 -1.41199 -3.50911 0.40550  -0.057
C13 -1.23986 -3.17155 1.74149  -0.064
C14 -1.11536 -1.83914 2.10438  -0.048
C15 -1.16810 -0.85312 1.12654  -0.018
H1 0.47598 3.39151 -0.75121  0.060
H2 -0.44871 2.44070 0.40775  0.023
H3 -1.02394 2.65386 -1.29124  0.067
H4 2.26224 0.40778 -1.09391  0.056
H5 0.55796 -0.70424 -1.67812  0.128
H6 -0.11702 0.45256 -2.79331  0.135
H7 -1.20403 -1.27192 -3.47988  0.094
H8 -3.81824 -1.86570 -3.98709  0.083
H9 -3.64883 -0.19033 -4.53271  0.131
H10 -1.32583 -1.65719 -5.46246  0.086
H11 -2.61880 -1.00521 -6.43397  0.115
H12 -2.78865 -3.71031 -5.07075  0.075
H13 -3.84358 -3.06604 -6.34679  -0.068
H14 -3.02306 2.82736 -1.06405  0.092
H15 -5.96066 0.53722 0.40169  0.077
H16 -5.19261 -0.79818 1.22406  0.067
H17 -5.41419 0.69160 2.08974  0.084
H18 -3.40776 1.49916 2.54149  0.094
H19 -2.41488 2.19067 1.29352  0.067
H20 -4.12804 2.68041 1.45567  0.097
H21 -1.61222 -2.83881 -1.60447  0.091
H22 -1.51336 -4.54857 0.14677  0.106
H23 -1.21220 -3.93276 2.50020  0.104
H24 -0.99132 -1.54621 3.13148  0.094
H25 -1.08238 0.17167 1.44039  0.084
N6 0.14421 -3.21201 -4.22850  -0.574
O2 0.34479 -1.95897 -4.16511  -0.091
O3 0.96583 -3.95142 -4.73147  0.040
O4 -0.95817 -3.64024 -3.78649  -0.078
C16 1.02266 -0.77832 8.06956  -0.274
C17 1.58412 -0.36170 6.72247  -0.158
O5 1.04832 -1.34162 5.85381  0.080
C18 -0.08029 -1.84551 6.42683  -0.523
O6 -0.85371 -2.55554 5.90125  0.212
O7 -0.18663 -1.40489 7.72851  0.083
H26 0.84503 0.07489 8.72917  0.077
H27 1.66875 -1.50785 8.58277  0.113
H28 1.23767 0.62705 6.41098  0.154
H29 2.67642 -0.38130 6.69202  0.113
Be1 1.96605 1.48643 1.80418  -0.042
O8 -4.15423 -5.99518 -7.80632  -0.818
H30 -3.38829 -5.53658 -7.42187  -0.020
Br1 1.49155 3.78744 2.40237  -0.345
K1 -5.43376 -3.19326 -7.66581  0.894
Br2 -5.62429 -6.61563 -8.55559  0.807
K2 2.98922 0.46692 9.25791  1.025
C19 5.32284 1.46253 3.20208  -0.089
C20 6.29136 1.03507 4.28467  -0.493
C21 6.91047 -0.32280 3.99887  -0.062
O9 5.57607 1.01512 5.52917  -0.085
H31 4.50011 0.74770 3.12699  0.014
H32 4.88302 2.43055 3.44313  0.072
H33 5.80494 1.53468 2.22657  0.085
H34 7.08409 1.77548 4.39629  0.137
H35 6.13339 -1.08963 3.92956  0.081
H36 7.58871 -0.61512 4.80268  0.075
H37 7.46653 -0.31146 3.06214  0.083
H38 4.87161 0.36860 5.42447  0.058
C22 3.29122 4.46853 -1.23149  -0.039
C23 3.97454 5.22569 -2.34107  -0.505
O10 5.13948 5.53978 -2.28151  0.067
C24 3.12891 5.57783 -3.54557  -0.030
H39 3.99903 4.27745 -0.42964  0.080
H40 2.46086 5.05360 -0.83101  0.075
H41 2.91571 3.51317 -1.60180  0.059
H42 2.29069 6.20716 -3.24214  0.081
H43 2.74561 4.66824 -4.01121  0.079
H44 3.73496 6.11848 -4.26884  0.077

Force components x, y, z for each atom (eV/Å):
-0.03 -0.18 -0.34
0.33 -0.04 -0.35
-0.09 0.11 -0.09
-0.07 -0.06 0.34
0.81 0.04 -0.91
-0.43 -0.07 0.02
-0.34 0.19 -0.70
0.56 -0.46 -0.15
-0.36 0.10 -0.35
0.24 -0.14 -0.01
-0.13 -0.22 -0.19
-0.68 -0.63 0.90
-0.05 0.01 -0.33
0.40 0.25 0.40
0.71 -0.49 -0.34
-1.10 0.97 -0.06
0.63 -1.14 -0.32
-0.01 -0.63 0.15
-0.47 0.64 0.59
-0.04 -0.14 0.35
0.01 0.03 0.25
-0.05 0.29 -0.20
-0.02 0.13 -0.52
-0.01 -0.41 0.38
0.12 0.28 0.23
-0.15 0.17 0.19
-0.20 -0.03 0.03
0.22 -0.09 0.34
0.16 -0.17 -0.07
-0.24 0.09 -0.19
0.81 -0.49 0.07
-0.28 0.08 0.13
-0.12 0.25 0.19
0.16 0.13 0.13
0.06 0.23 -0.10
0.05 -0.07 0.20
0.33 0.14 0.76
-0.09 0.53 0.08
-0.23 0.25 0.08
-0.09 -0.20 0.05
-0.03 0.33 0.11
0.08 0.01 0.25
0.12 0.14 -0.17
-0.03 0.29 -0.07
0.07 0.01 -0.29
0.00 -0.18 -0.21
0.02 -0.23 0.13
0.10 -0.02 0.23
0.09 0.29 -0.18
-0.15 -0.07 -0.09
-0.09 0.25 0.20
-0.06 0.05 0.12
-0.03 -0.01 0.01
-0.39 -0.25 -0.03
0.23 0.29 -0.25
-0.16 -0.10 0.37
0.21 0.12 -0.14
-0.21 -0.15 -0.08
0.09 0.02 -0.05
-0.78 -0.21 -0.14
-0.13 -0.11 -0.05
0.01 -0.01 -0.04
-0.04 -0.13 -0.32
-0.15 0.49 0.55
-0.16 -0.26 0.27
-0.10 0.18 -0.43
0.15 -0.68 -0.26
-0.61 -0.39 -0.79
0.38 0.44 0.17
1.25 0.65 0.43
0.09 0.16 -0.03
-0.21 -0.11 -0.47
0.04 -0.05 0.27
0.16 -0.06 0.69
0.03 -0.04 -0.11
0.02 0.02 -0.04
-0.01 -0.04 -0.02
-0.05 0.05 0.20
-0.03 0.04 -0.11
0.04 0.04 -0.03
-0.02 0.00 -0.02
-0.04 -0.01 -0.26
0.25 0.09 -0.02
-0.07 -0.03 0.08
0.06 0.02 -0.04
0.20 0.10 -0.08
-0.02 -0.01 0.04
-0.08 -0.09 -0.02
-0.13 0.03 0.05
-0.09 -0.11 0.00
-0.12 0.01 0.06
0.01 0.00 0.00

Results
2S+1: 1
Charge: +1
E_LUMO (eV): -3.716


Below is a structure of composition C24H44BN5OS2Si3V, with properties calculated with wB97M-V/def2-TZVPD.

Last column: Löwdin charge in e.
CARTESIAN COORDINATES (ANGSTROEM)
V1 -0.09745 -0.03647 0.22339  0.420
C1 1.19554 2.08102 -4.00405  -0.020
N1 1.84003 2.50104 -2.77399  -0.109
C2 3.09801 3.06461 -2.69619  -0.038
C3 3.27220 3.43700 -1.41138  -0.047
N2 2.13153 3.11876 -0.70992  -0.015
B1 1.90809 3.44907 0.78804  -0.431
N3 2.45542 2.28520 1.70999  0.023
C4 2.78764 2.57838 3.01565  -0.057
C5 3.15318 1.43486 3.63138  -0.047
N4 3.03889 0.43385 2.69178  -0.111
C6 3.29959 -0.97416 2.91868  -0.028
C7 2.61190 0.97008 1.52395  -0.638
S1 2.36247 0.00371 0.10040  0.727
C8 1.26890 2.53749 -1.55017  -0.692
S2 -0.31388 1.95128 -1.20239  0.735
H1 1.96047 1.75570 -4.70542  0.096
H2 0.62858 2.90446 -4.43834  0.099
H3 0.51634 1.26115 -3.79792  0.050
H4 3.73885 3.14288 -3.55587  0.120
H5 4.10811 3.90728 -0.92582  0.125
H6 2.57818 4.42161 1.04461  0.077
H7 0.73803 3.61021 1.01064  0.065
H8 2.72635 3.58507 3.38811  0.123
H9 3.47457 1.23759 4.63833  0.121
H10 3.38561 -1.13826 3.99058  0.098
H11 4.22025 -1.28505 2.42603  0.099
H12 2.47819 -1.56362 2.52438  0.037
C9 -3.18968 0.56247 -0.36766  -0.108
O1 -2.06854 -0.31592 -0.33603  -0.439
Si1 -2.14919 -1.96927 0.15025  0.325
C10 -3.33822 -2.79584 -1.03476  -0.149
C11 -2.97546 -1.95526 1.82469  -0.140
C12 -0.34977 -2.25839 0.07472  -0.494
Si2 0.20145 -2.77821 -1.63788  0.374
C13 -0.48041 -4.42980 -2.23510  -0.168
C14 2.05359 -2.92885 -1.93346  -0.185
C15 -0.33124 -1.45597 -2.87590  -0.179
Si3 0.25121 -3.39434 1.41966  0.382
C16 2.05816 -3.89805 1.23536  -0.185
C17 0.04936 -2.68229 3.15332  -0.177
C18 -0.72640 -5.00946 1.45225  -0.171
H13 -3.91365 0.20416 -1.10118  0.094
H14 -2.85473 1.55610 -0.65873  0.043
H15 -3.65829 0.61878 0.61657  0.092
H16 -4.34231 -2.38202 -0.90705  0.036
H17 -3.39897 -3.86621 -0.82103  0.039
H18 -3.04595 -2.67851 -2.07904  0.028
H19 -3.99587 -1.57302 1.73385  0.039
H20 -2.43027 -1.32000 2.52512  0.030
H21 -3.04663 -2.95697 2.25279  0.032
H22 -0.04393 -5.26199 -1.67961  0.022
H23 -0.19475 -4.55656 -3.28397  0.035
H24 -1.56478 -4.51580 -2.17089  0.012
H25 2.46214 -3.87017 -1.56926  0.021
H26 2.63757 -2.11831 -1.49815  -0.024
H27 2.20891 -2.90732 -3.01703  0.036
H28 -1.39116 -1.19856 -2.85116  0.028
H29 -0.07558 -1.77643 -3.89008  0.041
H30 0.22807 -0.53939 -2.67218  -0.016
H31 2.69364 -3.08695 0.87787  0.007
H32 2.16085 -4.73272 0.54052  0.027
H33 2.43585 -4.23753 2.20489  0.035
H34 0.23246 -1.61029 3.18272  -0.018
H35 0.75167 -3.17742 3.83095  0.037
H36 -0.95621 -2.85676 3.53945  0.027
H37 -0.61608 -5.58779 0.53468  0.017
H38 -1.79484 -4.83115 1.60496  0.018
H39 -0.37896 -5.63297 2.28197  0.035
N5 -0.30294 0.49858 1.75877  -0.066
C19 -0.71521 1.26783 2.83230  -0.329
C20 -0.38106 0.92634 4.14410  -0.042
C21 -0.79836 1.72113 5.19966  -0.088
C22 -1.54871 2.86550 4.96796  -0.096
C23 -1.87314 3.21754 3.66276  -0.080
C24 -1.45980 2.43079 2.60268  -0.034
H40 0.21233 0.04004 4.32695  0.093
H41 -0.53391 1.44399 6.21268  0.101
H42 -1.87247 3.48179 5.79643  0.098
H43 -2.44352 4.11737 3.46965  0.103
H44 -1.67228 2.71256 1.57895  0.096

Force components x, y, z for each atom (eV/Å):
0.05 0.20 0.22
0.01 -0.01 -0.01
-0.03 0.05 0.02
-0.01 -0.03 -0.02
0.00 0.00 0.05
-0.03 -0.02 -0.02
-0.02 -0.03 0.04
0.10 0.05 0.02
-0.01 -0.02 -0.04
-0.02 -0.03 0.00
0.01 0.01 -0.02
0.05 -0.01 0.00
-0.06 0.04 0.01
0.03 0.00 0.14
0.08 0.07 -0.02
-0.01 -0.12 -0.05
0.00 -0.01 0.01
0.01 0.01 0.00
-0.02 -0.03 0.03
-0.01 0.00 0.01
-0.01 0.00 -0.01
-0.02 -0.01 0.02
0.05 -0.01 -0.04
0.00 -0.01 0.00
0.00 0.00 -0.01
0.00 0.01 0.00
0.00 0.01 -0.01
-0.01 0.00 0.01
0.02 0.05 0.03
-0.19 -0.03 -0.10
0.04 -0.06 -0.06
-0.01 -0.01 0.00
0.00 0.03 0.03
-0.01 0.00 -0.07
-0.07 0.10 -0.05
-0.01 -0.01 0.00
0.01 0.03 0.01
0.01 -0.06 -0.04
-0.02 0.05 0.01
0.00 0.01 0.00
0.04 -0.05 0.04
0.00 -0.01 0.06
0.00 -0.02 0.01
0.01 -0.02 0.00
0.01 0.00 0.01
0.00 0.00 -0.01
-0.01 0.01 0.01
-0.01 -0.01 0.01
0.00 0.00 0.00
-0.01 0.00 0.00
0.01 0.00 0.00
0.01 -0.02 0.02
-0.01 -0.02 0.01
0.01 0.00 0.00
0.01 -0.03 0.05
0.01 0.01 0.01
-0.01 0.00 0.01
0.01 0.00 0.01
0.00 0.00 0.01
-0.01 0.06 -0.03
0.00 0.01 0.00
0.01 -0.02 -0.04
0.00 0.00 -0.03
0.02 -0.02 -0.06
-0.03 0.01 0.02
0.00 0.01 0.01
0.01 0.00 -0.05
0.02 -0.02 0.00
-0.02 0.00 -0.01
-0.07 -0.20 -0.15
0.05 0.18 0.04
0.03 -0.07 0.00
-0.01 0.01 0.03
0.01 -0.01 -0.03
0.00 -0.01 0.03
0.02 -0.02 -0.05
-0.02 0.04 0.02
0.00 0.00 -0.01
0.00 0.00 0.00
0.00 0.00 0.00
-0.01 -0.01 0.00

Results
2S+1: 2
Charge: 0
Energy above the lowest of the compared OMol25 structures with the same formula, charge and spin (kcal per mole): 0.0
E_LUMO (alpha / beta) (eV): 0.278 / 0.597


no.,molecular weight (g/mol)
1,458.51
2,905.38
3,628.80